C3H3ClN2O | ωB97M-V/def2-TZVPD

Atoms and positions in Å:
C (-0.65675, 0.98238, -0.13124)
C (-0.31044, 2.39733, -0.38666)
C (0.74762, 0.44072, 0.00647)
N (-1.82112, 0.53287, -0.22734)
N (1.44789, 1.71732, -0.21430)
O (-0.65696, 3.49314, -0.54831)
Cl (2.37767, 1.81652, -1.64153)
H (0.99231, 0.04948, 0.99653)
H (0.96191, -0.33404, -0.74202)
H (-1.93514, -0.46968, -0.09861)

Atoms 1-3, force components in eV/Å:
C -0.57 -1.41 0.20
C 3.29 0.93 -0.06
C 0.45 -0.28 -0.26

Values from the calculation:
lowest unoccupied orbital energy: -1.03 eV
gap between HOMO and LUMO: 0.292 Ha
multiplicity: 1
E: -20706.2949 eV
net charge: 0

---

CH9N2 | ωB97M-V/def2-TZVPD

Atoms and positions in Å:
N (0.52393, -0.95574, 1.91407)
H (0.52342, -1.93990, 2.09206)
H (1.42673, -0.54392, 2.24197)
H (0.75617, -0.39202, -0.21811)
H (-0.22949, -0.41690, 2.28836)
C (-0.99643, 0.70231, -1.05275)
N (0.45953, 0.33934, -1.07861)
H (-1.40629, 0.72332, -0.05877)
H (-1.57870, -0.13806, -1.74710)
H (-1.26056, 1.63841, -1.59836)
H (0.78019, -0.17168, -1.83864)
H (1.00150, 1.15484, -0.94412)

Atoms 1-3, force components in eV/Å:
N 2.18 1.36 -1.29
H -0.38 -0.29 0.40
H -1.20 -0.65 -0.16

Values from the calculation:
lowest unoccupied orbital energy: -3.58 eV
gap between HOMO and LUMO: 0.412 Ha
multiplicity: 1
E: -4156.1177 eV
net charge: +1

---

C5H7IN2S2 | ωB97M-V/def2-TZVPD

Atoms and positions in Å:
C (1.33204, 0.12622, 1.42746)
C (2.23308, 0.65658, 2.75848)
C (-1.73640, -0.25848, -2.41025)
C (-1.55059, 0.28730, -0.99748)
C (-0.72208, -0.68173, -0.17064)
N (2.14955, -0.09794, 0.47092)
N (3.46320, 0.65874, 2.44072)
S (3.72526, 0.18496, 0.89510)
S (-0.36103, -0.03073, 1.50342)
I (1.41895, 1.14834, 4.58143)
H (-0.79437, -0.23925, -2.95238)
H (-2.09304, -1.28559, -2.37985)
H (-2.46202, 0.34116, -2.95256)
H (-2.52287, 0.42772, -0.52064)
H (-1.05612, 1.26001, -1.04256)
H (-1.26601, -1.61383, -0.01926)
H (0.24244, -0.88347, -0.63191)

Atoms 1-3, force components in eV/Å:
C 2.88 1.30 2.75
C -1.77 -1.33 -3.11
C -0.06 0.14 0.21

Values from the calculation:
lowest unoccupied orbital energy: 0.33 eV
gap between HOMO and LUMO: 0.323 Ha
multiplicity: 1
E: -38049.0398 eV
net charge: 0

---

C6H14N4 | ωB97M-V/def2-TZVPD

Atoms and positions in Å:
C (2.21495, -1.55604, -0.52455)
C (-1.30617, 1.52340, -0.18361)
C (0.16895, 0.73833, 1.57317)
C (1.20623, 1.80707, -0.44824)
C (0.09086, -0.54514, -0.60747)
C (0.06361, 0.83990, 0.08118)
N (-2.30727, -2.78326, 0.28394)
N (1.05054, -1.43786, -0.03983)
N (-1.54828, -1.84191, 0.55440)
N (-1.12439, -1.29545, -0.56636)
H (2.88490, -2.26996, -0.11957)
H (2.68274, -1.22733, -1.43581)
H (-1.42237, 1.74734, -1.27640)
H (-1.26757, 2.37335, 0.44100)
H (-2.03305, 0.79502, 0.09922)
H (-0.58536, 1.33715, 2.10357)
H (1.08410, 1.19210, 1.84316)
H (0.03088, -0.28471, 1.88749)
H (2.17587, 1.45153, -0.15255)
H (0.99517, 2.78533, -0.04131)
H (1.00542, 1.81956, -1.44994)
H (0.43533, -0.36043, -1.63381)
H (-2.97627, -3.02773, 1.06160)
H (-1.51884, -1.78025, -1.44930)

Atoms 1-3, force components in eV/Å:
C -0.81 -0.82 0.06
C 1.54 -1.21 -2.07
C -0.94 -0.05 0.71

Values from the calculation:
lowest unoccupied orbital energy (alpha / beta): 0.92 / -1.35 eV
gap between HOMO and LUMO (alpha / beta): 0.251 / 0.285 Ha
multiplicity: 3
E: -12402.8742 eV
net charge: 0
⟨S²⟩: 2.01

---

C31H32IMoN7O7S3 | ωB97M-V/def2-TZVPD

Atoms and positions in Å:
Mo (0.07730, 0.54078, 0.09216)
O (-1.30645, -2.34188, -2.83616)
C (-0.43893, -3.36156, -2.58286)
C (-0.45955, -4.43496, -3.46871)
C (0.38629, -5.50789, -3.27546)
C (1.26482, -5.53498, -2.19304)
C (1.30189, -4.46752, -1.32640)
C (0.46243, -3.35766, -1.50579)
C (0.61861, -2.20466, -0.61680)
O (-0.28270, -1.21215, -0.72069)
N (1.60190, -2.08938, 0.19794)
N (1.59848, -0.86097, 0.83898)
C (2.45527, -0.81547, 1.81712)
S (3.40643, -2.20221, 2.23948)
C (4.42752, -1.31721, 3.45289)
C (3.55732, -0.25955, 4.09265)
S (2.74920, 0.63503, 2.73280)
H (-1.29829, -1.76980, -2.05336)
H (-1.16138, -4.40954, -4.29062)
H (0.35911, -6.33726, -3.96926)
H (1.91251, -6.38548, -2.03643)
H (1.98424, -4.46519, -0.48787)
H (5.28006, -0.87703, 2.93673)
H (4.78224, -2.04410, 4.18188)
H (4.12638, 0.45605, 4.68322)
H (2.78010, -0.70816, 4.71051)
N (-3.37844, -0.01637, 2.75415)
C (-2.26963, 0.72112, 2.70862)
S (-0.83291, -0.10602, 2.13521)
N (-2.33613, 1.97344, 3.12533)
C (-1.31561, 2.91851, 3.47203)
C (-0.02332, 2.53989, 3.79196)
C (0.88877, 3.52363, 4.14328)
C (0.51239, 4.85716, 4.19579)
C (-0.79367, 5.21698, 3.89424)
C (-1.71089, 4.24788, 3.52895)
H (-3.32822, -0.97822, 2.45868)
H (-4.19715, 0.27220, 3.27020)
H (-3.26868, 2.30955, 3.33844)
H (0.26887, 1.50125, 3.78402)
H (1.90214, 3.23942, 4.39589)
H (1.23012, 5.61224, 4.48465)
H (-1.10040, 6.25242, 3.93942)
H (-2.72823, 4.52934, 3.28208)
O (-0.14771, 4.24334, 0.74494)
C (0.83512, 3.56295, 0.66877)
O (0.66559, 2.19297, 0.69306)
C (2.22603, 4.00069, 0.54271)
C (3.25649, 3.11490, 0.24479)
C (4.56258, 3.56577, 0.05365)
C (4.77311, 4.91984, 0.17814)
O (5.93146, 5.59158, 0.04534)
C (5.63468, 6.97843, 0.27172)
O (4.23269, 7.07205, 0.53342)
C (3.74098, 5.81004, 0.47387)
C (2.45576, 5.38811, 0.65575)
H (3.04985, 2.05765, 0.14286)
H (5.37266, 2.89165, -0.18328)
H (5.87923, 7.54758, -0.62487)
H (6.19427, 7.32607, 1.14013)
H (1.64629, 6.06926, 0.87411)
C (-3.90322, 1.74572, -3.66158)
N (-3.24474, 1.65717, -2.36332)
C (-3.52639, 2.42385, -1.25975)
C (-2.62586, 2.07041, -0.30582)
N (-1.79352, 1.10037, -0.82081)
C (-2.18705, 0.90057, -2.07425)
H (-4.97897, 1.66012, -3.53038)
H (-3.55315, 0.93013, -4.28814)
H (-3.66283, 2.69733, -4.13134)
H (-4.33321, 3.13449, -1.25170)
H (-2.49583, 2.46457, 0.68386)
H (-1.74620, 0.20806, -2.77345)
N (1.46380, -0.22901, -3.80398)
C (1.72342, 0.63365, -2.82428)
O (1.65645, 0.27831, -1.62910)
C (2.10351, 2.02973, -3.22541)
I (0.47449, 3.30096, -2.72473)
H (1.25235, -1.19004, -3.57114)
H (1.58916, 0.01364, -4.77256)
H (2.31606, 2.14528, -4.28282)
H (2.93914, 2.36734, -2.61804)

Atoms 1-3, force components in eV/Å:
Mo 0.84 -0.35 0.67
O -0.04 0.06 -0.01
C 0.02 -0.09 -0.01

Values from the calculation:
lowest unoccupied orbital energy (alpha / beta): -6.28 / -6.16 eV
gap between HOMO and LUMO (alpha / beta): 0.230 / 0.235 Ha
multiplicity: 1
E: -99881.7408 eV
net charge: +2